{"formula": "C30H45N9OReSe", "method": "ωB97M-V with the def2-TZVPD basis set", "elements": ["Re", "C", "C", "N", "C", "C", "N", "C", "C", "N", "C", "C", "N", "C", "C", "C", "C", "C", "C", "C", "N", "H", "H", "H", "H", "H", "H", "H", "H", "H", "H", "H", "H", "H", "H", "H", "H", "H", "H", "H", "H", "H", "H", "H", "C", "N", "C", "C", "N", "C", "C", "Se", "H", "H", "H", "H", "H", "H", "H", "H", "C", "C", "N", "C", "C", "C", "O", "C", "C", "C", "C", "N", "C", "H", "H", "H", "H", "H", "H", "H", "H", "H", "H", "H", "H", "H", "H"], "positions_angstrom": [[0.0770, -0.0591, 0.1821], [2.3712, -1.8361, 3.6324], [1.2612, -1.4610, 2.6988], [1.4877, -0.8767, 1.5659], [2.8913, -0.5961, 1.1820], [3.0124, -0.6736, -0.3251], [1.9331, 0.1127, -1.0155], [2.3122, 1.5346, -1.2835], [1.9096, 2.3597, -0.0912], [0.4671, 2.0693, 0.1963], [-0.4416, 2.8653, -0.7322], [-1.1799, 1.9226, -1.6658], [-1.5704, 0.8273, -0.7749], [-2.7819, 0.7094, -0.3074], [-3.9643, 1.4286, -0.8573], [-2.8867, -0.1481, 0.8649], [-3.9569, -0.4501, 1.6227], [-3.7979, -1.1283, 2.8868], [-2.5913, -1.5183, 3.3214], [-1.3683, -1.4551, 2.4957], [-1.5896, -0.6321, 1.2275], [2.9327, -0.9420, 3.9176], [3.0760, -2.5265, 3.1655], [1.9922, -2.2870, 4.5437], [3.5852, -1.3145, 1.6111], [3.1712, 0.3806, 1.5774], [2.9037, -1.7086, -0.6491], [3.9953, -0.3236, -0.6425], [1.8050, -0.3336, -1.9216], [1.7861, 1.8619, -2.1805], [3.3805, 1.6164, -1.4836], [2.0402, 3.4255, -0.2784], [2.4926, 2.1165, 0.7935], [0.2857, 2.4025, 1.1406], [0.1468, 3.6016, -1.2770], [-1.1529, 3.4076, -0.1099], [-0.5364, 1.5274, -2.4517], [-2.0200, 2.4245, -2.1414], [-3.9628, 1.4111, -1.9464], [-3.9512, 2.4744, -0.5352], [-4.8967, 0.9933, -0.5098], [-4.9419, -0.1078, 1.3325], [-4.6636, -1.2255, 3.5283], [-2.4462, -1.8770, 4.3357], [1.5258, -5.7711, -0.6312], [0.5779, -5.7975, -1.7522], [0.1747, -6.9070, -2.3898], [-0.6613, -6.5083, -3.4240], [-0.7389, -5.1711, -3.3833], [-1.5020, -4.3555, -4.3462], [0.0270, -4.6938, -2.3480], [0.3285, -2.9506, -1.9452], [1.7211, -6.7973, -0.3347], [1.0827, -5.2205, 0.1952], [2.4519, -5.3025, -0.9546], [0.4937, -7.8968, -2.1043], [-1.1737, -7.1017, -4.1650], [-1.6551, -4.9529, -5.2400], [-0.9277, -3.4684, -4.5922], [-2.4613, -4.0858, -3.9114], [0.6658, -6.9984, 4.7394], [1.2589, -5.6009, 4.6884], [0.5228, -4.6300, 5.5070], [0.5389, -4.8420, 6.9807], [-0.8075, -5.3008, 7.5060], [-0.0230, -3.5041, 5.0692], [-0.4279, -2.5859, 5.7824], [-0.3038, -3.2563, 3.5744], [-1.0292, -4.1879, 2.9138], [-1.8398, -4.2179, 1.6845], [-2.0828, -3.1873, 0.8689], [-1.3017, -2.0598, 1.1887], [-0.1081, -1.7550, 3.2429], [1.2529, -7.6744, 4.1182], [-0.3694, -7.0196, 4.3937], [0.6827, -7.3974, 5.7524], [1.3019, -5.2296, 3.6635], [2.2861, -5.6199, 5.0601], [0.8407, -3.9055, 7.4475], [1.3161, -5.5783, 7.1798], [-1.5731, -4.5503, 7.3108], [-0.7469, -5.4404, 8.5847], [-1.1166, -6.2480, 7.0646], [-1.1083, -5.1196, 3.4652], [-2.3441, -5.1533, 1.4780], [-2.7290, -3.1827, 0.0024], [-0.1442, -1.2876, 4.2395]], "lowdin_spin": [1.732, 0.004, 0.035, 0.013, 0.003, 0.007, 0.027, 0.007, 0.008, -0.004, 0.001, 0.008, 0.009, 0.041, 0.006, 0.000, 0.014, 0.002, 0.012, 0.016, 0.011, 0.002, 0.002, 0.000, 0.000, -0.001, 0.003, 0.000, 0.011, 0.000, 0.000, 0.000, 0.000, 0.003, 0.000, 0.000, 0.001, 0.001, 0.001, 0.003, 0.000, 0.001, 0.000, 0.001, 0.001, 0.048, 0.137, 0.127, 0.052, 0.001, 0.024, 0.562, 0.000, 0.001, 0.001, 0.006, 0.005, 0.000, 0.001, 0.001, 0.000, 0.000, 0.000, 0.000, 0.000, 0.000, 0.001, 0.002, 0.002, 0.001, 0.012, 0.024, 0.004, 0.000, 0.000, 0.000, 0.000, 0.000, 0.000, 0.000, 0.000, 0.000, 0.000, 0.000, 0.000, 0.002, 0.001], "total_charge": 4, "spin_multiplicity": 4, "max_force_ha_per_bohr": 0.0154, "homo_lumo_gap_ev": [6.59, 4.65]}